{"formula": "C52H119N11O14", "method": "ωB97M-V/def2-TZVPD", "gap_ev": 2.63, "e_tot_ev": -100838.6349, "total_charge": 6, "e_lumo_ev": -12.4, "spin_multiplicity": 1, "elements": ["C", "O", "C", "C", "N", "H", "H", "C", "C", "O", "C", "H", "H", "H", "H", "H", "H", "H", "H", "H", "H", "H", "H", "H", "H", "C", "O", "C", "C", "N", "H", "H", "C", "C", "O", "C", "H", "H", "H", "H", "H", "H", "H", "H", "H", "H", "H", "H", "H", "H", "C", "O", "C", "C", "N", "H", "H", "C", "C", "O", "C", "H", "H", "H", "H", "H", "H", "H", "H", "H", "H", "H", "H", "H", "H", "C", "O", "C", "C", "N", "H", "H", "C", "C", "O", "C", "H", "H", "H", "H", "H", "H", "H", "H", "H", "H", "H", "H", "H", "H", "C", "O", "C", "C", "N", "H", "H", "C", "C", "O", "C", "H", "H", "H", "H", "H", "H", "H", "H", "H", "H", "H", "H", "H", "H", "C", "C", "N", "C", "C", "N", "C", "C", "H", "H", "H", "H", "H", "H", "H", "H", "H", "H", "H", "C", "C", "N", "C", "C", "N", "C", "C", "H", "H", "H", "H", "H", "H", "H", "H", "H", "H", "H", "C", "C", "N", "C", "C", "N", "C", "C", "H", "H", "H", "H", "H", "H", "H", "H", "H", "H", "H", "C", "C", "O", "O", "H", "H", "H", "C", "C", "O", "O", "H", "H", "H"], "coordinates": [[-12.816, -15.785, -27.126], [-11.996, -16.676, -26.376], [-12.335, -18.001, -26.841], [-11.331, -19.050, -26.251], [-11.514, -19.393, -24.692], [-12.280, -20.046, -24.604], [-10.782, -20.018, -24.386], [-11.709, -18.251, -23.705], [-10.415, -17.504, -23.427], [-9.429, -18.477, -22.997], [-8.267, -17.926, -22.354], [-12.538, -14.763, -26.869], [-13.867, -16.003, -26.938], [-12.664, -15.792, -28.205], [-12.299, -18.047, -27.930], [-13.362, -18.233, -26.558], [-10.372, -18.532, -26.262], [-11.203, -19.969, -26.823], [-11.937, -18.837, -22.815], [-12.434, -17.545, -24.110], [-10.481, -16.683, -22.713], [-10.109, -17.041, -24.365], [-8.519, -17.563, -21.357], [-7.953, -17.060, -22.938], [-7.449, -18.646, -22.343], [-7.047, -13.880, -12.095], [-6.682, -15.130, -12.652], [-5.859, -14.975, -13.822], [-5.178, -16.409, -14.053], [-6.228, -17.524, -14.120], [-6.816, -17.498, -13.299], [-6.725, -17.348, -14.981], [-5.661, -18.911, -14.104], [-6.617, -19.917, -13.458], [-7.176, -19.414, -12.207], [-8.194, -20.347, -11.635], [-6.161, -13.283, -11.876], [-7.479, -14.115, -11.122], [-7.688, -13.143, -12.578], [-5.087, -14.233, -13.618], [-6.581, -14.653, -14.573], [-4.522, -16.628, -13.211], [-4.702, -16.351, -15.032], [-4.802, -18.699, -13.467], [-5.443, -19.061, -15.161], [-6.036, -20.783, -13.140], [-7.331, -20.263, -14.205], [-9.040, -20.579, -12.282], [-8.584, -19.748, -10.812], [-7.738, -21.239, -11.208], [-10.977, -17.167, -15.196], [-11.556, -15.963, -14.708], [-12.661, -16.126, -13.772], [-13.570, -14.878, -13.597], [-12.830, -13.784, -12.825], [-13.542, -13.129, -12.536], [-12.531, -14.157, -11.935], [-11.589, -13.041, -13.458], [-11.136, -11.963, -12.436], [-10.835, -12.593, -11.182], [-10.427, -11.673, -10.148], [-10.293, -17.664, -14.508], [-10.379, -16.933, -16.077], [-11.763, -17.803, -15.604], [-12.225, -16.419, -12.817], [-13.389, -16.880, -14.070], [-14.466, -15.011, -12.991], [-13.845, -14.490, -14.578], [-11.955, -12.614, -14.391], [-10.804, -13.775, -13.640], [-11.901, -11.186, -12.433], [-10.260, -11.448, -12.829], [-11.221, -10.982, -9.866], [-9.638, -11.062, -10.585], [-10.062, -12.176, -9.253], [-14.252, -17.225, -16.730], [-14.135, -18.514, -16.263], [-15.248, -19.112, -15.592], [-15.105, -20.716, -15.516], [-14.662, -21.251, -16.920], [-15.501, -21.210, -17.480], [-14.108, -20.482, -17.270], [-13.886, -22.623, -17.006], [-12.532, -22.539, -16.255], [-11.797, -21.442, -16.609], [-10.443, -21.389, -16.135], [-13.372, -16.863, -17.263], [-14.454, -16.571, -15.882], [-15.053, -17.036, -17.445], [-16.191, -18.992, -16.124], [-15.274, -18.612, -14.624], [-15.956, -21.355, -15.279], [-14.333, -20.924, -14.775], [-13.907, -22.808, -18.080], [-14.526, -23.331, -16.480], [-11.906, -23.429, -16.318], [-12.816, -22.482, -15.205], [-9.709, -22.110, -16.497], [-10.416, -21.458, -15.048], [-9.996, -20.478, -16.533], [-9.965, -11.046, -16.036], [-9.700, -12.380, -16.462], [-8.384, -12.691, -16.713], [-8.152, -14.157, -17.077], [-9.254, -14.701, -18.040], [-8.922, -15.605, -18.347], [-10.076, -14.900, -17.489], [-9.554, -13.830, -19.274], [-10.742, -14.409, -20.032], [-11.845, -14.681, -19.146], [-12.630, -13.561, -18.783], [-10.966, -10.868, -15.643], [-9.665, -10.495, -16.927], [-9.220, -10.706, -15.317], [-7.757, -12.497, -15.843], [-8.017, -11.942, -17.415], [-8.116, -14.900, -16.281], [-7.201, -14.245, -17.601], [-8.664, -13.809, -19.903], [-9.739, -12.818, -18.916], [-10.379, -15.285, -20.570], [-11.043, -13.791, -20.878], [-12.848, -13.079, -19.736], [-11.988, -12.870, -18.237], [-13.527, -13.826, -18.222], [-12.566, -23.770, -20.247], [-11.419, -24.489, -20.926], [-10.194, -23.717, -20.865], [-9.302, -23.583, -19.837], [-8.289, -22.770, -20.304], [-8.538, -22.360, -21.602], [-9.716, -23.004, -21.949], [-7.759, -21.436, -22.431], [-12.224, -23.592, -19.227], [-13.399, -24.472, -20.199], [-12.886, -22.814, -20.660], [-11.634, -24.573, -21.991], [-11.331, -25.430, -20.384], [-9.480, -24.037, -18.873], [-7.342, -22.424, -19.916], [-10.230, -22.703, -22.850], [-7.025, -20.927, -21.807], [-8.425, -20.680, -22.849], [-7.298, -22.034, -23.217], [-4.102, -18.091, -18.762], [-4.223, -16.577, -18.508], [-4.638, -15.845, -19.706], [-5.689, -16.097, -20.591], [-5.824, -15.102, -21.522], [-4.908, -14.137, -21.191], [-4.210, -14.611, -20.122], [-4.852, -12.818, -21.748], [-4.934, -18.662, -19.175], [-3.947, -18.791, -17.941], [-3.172, -18.337, -19.274], [-3.254, -16.237, -18.142], [-4.947, -16.388, -17.716], [-6.323, -16.956, -20.431], [-6.614, -14.911, -22.233], [-3.463, -14.037, -19.593], [-5.332, -12.049, -21.142], [-5.170, -12.720, -22.786], [-3.807, -12.527, -21.849], [-15.389, -18.203, -22.656], [-15.439, -18.567, -21.164], [-14.114, -18.474, -20.670], [-13.535, -17.258, -20.306], [-12.250, -17.589, -19.814], [-12.056, -18.980, -19.979], [-13.231, -19.466, -20.396], [-10.853, -19.734, -19.586], [-16.334, -18.305, -23.190], [-14.751, -18.851, -23.257], [-14.972, -17.224, -22.891], [-15.921, -19.528, -20.987], [-15.974, -17.733, -20.709], [-14.066, -16.346, -20.537], [-11.439, -16.975, -19.449], [-13.511, -20.502, -20.516], [-10.007, -19.292, -20.113], [-10.925, -20.785, -19.868], [-10.816, -19.606, -18.505], [-7.284, -19.456, -17.818], [-7.843, -18.007, -17.647], [-7.642, -17.364, -16.569], [-8.627, -17.619, -18.509], [-7.847, -20.146, -17.190], [-6.262, -19.520, -17.444], [-7.432, -19.900, -18.803], [-3.926, -21.667, -19.174], [-4.331, -22.808, -20.122], [-4.075, -22.692, -21.330], [-4.953, -23.790, -19.691], [-4.780, -20.994, -19.104], [-3.060, -21.129, -19.559], [-3.699, -21.983, -18.156]], "mulliken_charge": [-0.795, -0.276, -0.691, -0.722, -0.035, 0.460, 0.169, -0.207, -0.600, -0.171, -1.202, 0.269, 0.335, 0.346, 0.638, 0.376, 0.332, 0.565, -0.249, 0.439, 0.040, 0.552, 0.192, 0.553, 0.531, -0.868, -0.311, 0.116, -0.581, 0.512, 0.593, -0.177, -0.362, -0.424, -0.357, -0.682, 0.410, 0.307, 0.244, 0.633, -0.402, 0.504, 0.235, 0.381, 0.163, 0.525, 0.189, 0.201, 0.300, 0.325, -0.025, 0.230, -0.387, -0.914, -0.175, 0.450, 0.461, -0.307, -0.761, -0.361, -0.795, 0.350, -0.340, -0.286, 0.552, 0.030, 0.441, 0.366, 0.185, 0.182, 0.548, 0.458, 0.360, 0.320, 0.273, -0.871, 0.048, -0.619, -0.770, -0.013, 0.436, -0.033, -0.581, -0.684, 0.201, -0.809, 0.069, 0.308, 0.433, 0.421, 0.434, 0.502, 0.320, 0.218, 0.386, 0.589, 0.401, 0.346, 0.528, -0.185, -1.168, 0.049, -1.282, -0.243, 2.463, -1.271, 0.098, -0.843, -0.011, 0.196, -0.754, 0.279, 0.479, 0.401, 0.507, 0.597, 0.383, 0.076, 0.396, 0.298, -0.648, 0.782, 0.366, 0.020, 0.259, -0.470, -0.758, 0.296, -0.986, -0.094, 0.440, -0.385, -0.266, 0.005, 0.543, 0.056, 0.355, 0.328, 0.564, 0.439, 0.355, 0.184, -0.119, 0.361, -1.320, 0.075, 0.279, -0.090, -0.741, 0.182, -0.360, -0.959, 0.095, 0.579, 0.477, 0.406, -0.160, 0.407, 0.460, 0.483, 0.354, 0.371, 0.398, -1.063, -0.598, 0.474, -0.819, -0.267, 1.125, -1.266, 0.553, 0.486, 0.145, 0.340, 0.520, 0.265, 0.672, 0.180, 0.803, -0.461, -0.202, 0.146, -0.545, -0.073, -0.955, 0.144, -0.057, -0.004, -0.126, -0.166, 0.511, -0.722, -0.734, -0.440, 0.322, 0.343]}

{"formula": "C54H45F9", "method": "ωB97M-V/def2-TZVPD", "gap_ev": 9.37, "e_tot_ev": -81180.9469, "relative_energy_ev": 4.188, "total_charge": 0, "e_lumo_ev": 0.3, "smiles": "Fc1ccccc1.Fc1ccccc1.Fc1ccccc1.Fc1ccccc1.Fc1ccccc1.Fc1ccccc1.Fc1ccccc1.Fc1ccccc1.Fc1ccccc1", "spin_multiplicity": 1, "elements": ["F", "C", "C", "C", "C", "C", "C", "H", "H", "H", "H", "H", "F", "C", "C", "C", "C", "C", "C", "H", "H", "H", "H", "H", "F", "C", "C", "C", "C", "C", "C", "H", "H", "H", "H", "H", "F", "C", "C", "C", "C", "C", "C", "H", "H", "H", "H", "H", "F", "C", "C", "C", "C", "C", "C", "H", "H", "H", "H", "H", "F", "C", "C", "C", "C", "C", "C", "H", "H", "H", "H", "H", "F", "C", "C", "C", "C", "C", "C", "H", "H", "H", "H", "H", "F", "C", "C", "C", "C", "C", "C", "H", "H", "H", "H", "H", "F", "C", "C", "C", "C", "C", "C", "H", "H", "H", "H", "H"], "coordinates": [[-1.524, -12.208, -13.094], [-1.443, -12.332, -14.436], [-2.666, -12.144, -15.171], [-2.627, -12.433, -16.552], [-1.384, -12.669, -17.230], [-0.188, -12.629, -16.509], [-0.221, -12.534, -15.112], [-3.590, -11.975, -14.638], [-3.499, -12.564, -17.175], [-1.464, -12.680, -18.307], [0.725, -12.773, -17.067], [0.702, -12.592, -14.554], [1.863, -4.677, -14.495], [0.595, -4.934, -14.821], [-0.173, -4.020, -15.498], [-1.503, -4.351, -15.699], [-2.056, -5.551, -15.239], [-1.242, -6.508, -14.581], [0.095, -6.132, -14.380], [0.240, -3.066, -15.787], [-2.126, -3.556, -16.081], [-3.116, -5.707, -15.369], [-1.593, -7.482, -14.276], [0.809, -6.813, -13.941], [-6.378, -10.990, -8.971], [-6.044, -10.205, -7.933], [-6.650, -10.136, -6.683], [-6.089, -9.412, -5.637], [-4.914, -8.673, -5.936], [-4.216, -8.862, -7.112], [-4.761, -9.631, -8.092], [-7.653, -10.531, -6.628], [-6.660, -9.209, -4.743], [-4.414, -8.038, -5.219], [-3.226, -8.489, -7.328], [-4.225, -9.762, -9.021], [1.128, -15.203, -22.045], [1.824, -15.415, -23.189], [1.394, -16.333, -24.140], [1.965, -16.319, -25.373], [3.188, -15.563, -25.515], [3.637, -14.734, -24.536], [3.048, -14.655, -23.320], [0.492, -16.923, -24.068], [1.567, -16.906, -26.188], [3.682, -15.515, -26.475], [4.417, -14.022, -24.764], [3.514, -13.980, -22.616], [2.257, -6.671, -22.931], [2.251, -6.779, -21.592], [2.869, -5.784, -20.804], [2.973, -5.923, -19.394], [2.464, -7.031, -18.794], [1.823, -8.051, -19.591], [1.811, -7.928, -20.940], [3.187, -4.886, -21.313], [3.493, -5.220, -18.761], [2.507, -7.233, -17.734], [1.418, -8.938, -19.126], [1.419, -8.795, -21.450], [7.680, -10.021, -21.794], [7.362, -11.152, -21.139], [8.015, -12.337, -21.435], [7.828, -13.518, -20.644], [6.878, -13.492, -19.685], [6.213, -12.315, -19.398], [6.449, -11.165, -20.135], [8.520, -12.391, -22.388], [8.307, -14.413, -21.014], [6.585, -14.402, -19.183], [5.625, -12.226, -18.496], [5.896, -10.281, -19.852], [-8.535, -13.004, -14.311], [-9.309, -12.654, -15.358], [-9.251, -13.446, -16.454], [-9.935, -13.031, -17.667], [-10.662, -11.883, -17.602], [-10.681, -11.063, -16.464], [-9.877, -11.409, -15.391], [-8.825, -14.430, -16.321], [-10.054, -13.709, -18.499], [-11.184, -11.591, -18.501], [-11.295, -10.175, -16.504], [-9.762, -10.786, -14.516], [0.510, -16.609, -5.028], [-0.135, -15.766, -5.941], [-0.023, -15.985, -7.332], [-0.888, -15.344, -8.140], [-1.712, -14.387, -7.606], [-1.732, -14.028, -6.278], [-0.965, -14.807, -5.389], [0.546, -16.785, -7.781], [-0.846, -15.509, -9.207], [-2.240, -13.712, -8.263], [-2.434, -13.280, -5.942], [-1.153, -14.635, -4.339], [-3.379, -16.144, -13.258], [-4.558, -16.645, -13.707], [-4.718, -17.233, -14.992], [-5.958, -17.778, -15.380], [-6.963, -17.792, -14.425], [-6.959, -17.072, -13.279], [-5.689, -16.540, -12.864], [-3.848, -17.208, -15.631], [-6.013, -18.241, -16.354], [-7.882, -18.297, -14.682], [-7.845, -17.154, -12.666], [-5.617, -16.081, -11.888]], "mulliken_charge": [-0.289, 0.404, -0.600, -0.256, -0.582, -0.313, -0.454, 0.503, 0.371, 0.386, 0.419, 0.412, -0.317, 0.415, -0.455, -0.350, -0.453, -0.507, -0.292, 0.419, 0.335, 0.364, 0.461, 0.379, -0.266, 0.190, -0.211, -0.565, -0.291, -0.499, -0.186, 0.360, 0.360, 0.339, 0.356, 0.415, -0.263, 0.446, -0.484, -0.358, -0.411, -0.320, -0.449, 0.354, 0.365, 0.325, 0.345, 0.447, -0.295, 0.154, -0.208, -0.505, -0.382, -0.564, -0.230, 0.390, 0.394, 0.430, 0.438, 0.376, -0.295, 0.202, -0.239, -0.536, -0.297, -0.514, -0.246, 0.362, 0.347, 0.373, 0.384, 0.461, -0.275, 0.240, -0.268, -0.589, -0.228, -0.465, -0.296, 0.466, 0.336, 0.329, 0.356, 0.390, -0.299, 0.430, -0.443, -0.324, -0.440, -0.425, -0.396, 0.374, 0.390, 0.351, 0.409, 0.373, -0.284, 0.265, -0.293, -0.481, -0.395, -0.498, -0.247, 0.405, 0.398, 0.336, 0.400, 0.398]}

{"formula": "C3H3F6NO2S", "method": "ωB97M-V/def2-TZVPD", "gap_ev": [9.32, 9.32], "e_tot_ev": -35881.3024, "relative_energy_ev": 1.841, "total_charge": 0, "e_lumo_ev": [-0.8, -0.8], "spin_multiplicity": 1, "elements": ["C", "C", "C", "N", "O", "O", "F", "F", "F", "F", "F", "F", "S", "H", "H", "H"], "coordinates": [[-0.210, 0.436, -0.123], [1.192, -1.299, 0.983], [-1.077, 0.879, 0.927], [0.309, -0.940, -0.044], [-2.927, -3.354, 0.093], [-0.749, -1.997, -0.135], [1.836, -2.461, 0.737], [0.459, -1.642, 2.128], [-1.926, 1.800, 0.428], [-0.415, 1.542, 1.867], [-1.723, -0.084, 1.529], [-2.361, -2.604, 2.284], [-1.822, -3.262, 0.895], [-0.915, 0.389, -1.070], [0.619, 1.258, -0.311], [1.939, -0.596, 1.205]], "mulliken_charge": [-0.793, 0.261, 0.959, 0.099, -0.324, -0.474, -0.266, -0.282, -0.288, -0.291, -0.187, -0.222, 0.887, 0.358, 0.293, 0.272]}